# 1
ORCA calculation (ωB97M-V/def2-TZVPD) on C40H36BiClN3Si2 as an isolated structure at a distorted geometry.

Last column: Löwdin charge in e.
Geometry (Å):
H 0.86 -2.06 1.44  0.094
C 3.03 7.14 -1.85  -0.077
H 3.67 0.71 -7.28  0.111
H -0.20 -0.08 2.92  0.089
C 5.24 6.78 -2.72  -0.118
H -5.73 -0.23 3.23  0.108
C 4.40 4.26 -4.03  -0.265
H 0.87 -0.35 -3.48  0.064
C 1.32 -1.10 1.62  -0.107
C 0.60 4.93 -0.12  -0.074
H 6.54 2.34 -5.82  0.115
H -0.93 5.45 -3.14  0.110
H -5.61 -2.18 1.65  0.107
C -4.84 -0.37 2.61  -0.074
N -0.20 -1.14 -1.90  0.100
C 1.03 4.68 -3.01  -0.270
H 5.69 3.76 -7.68  0.115
H 3.12 -1.14 0.31  0.091
C 0.07 -3.64 -3.18  -0.066
H 2.12 2.64 -7.32  0.112
C -3.63 -1.71 1.01  -0.017
C 0.61 -2.47 -3.74  -0.051
C 5.35 3.92 -6.66  -0.066
C 0.45 -1.26 -3.05  -0.142
Si 1.19 4.39 -4.85  1.013
C 1.83 4.45 -0.51  -0.317
H -3.48 -2.60 0.39  0.104
H -1.32 5.66 -0.71  0.118
C -0.36 5.28 -1.06  -0.045
H 4.30 10.01 -3.22  0.110
H 4.87 3.57 -1.28  -0.078
H -1.86 1.10 1.79  0.101
C -0.15 5.15 -2.44  -0.085
H 0.42 5.03 0.95  0.133
H 2.13 6.80 -1.33  0.091
C 4.08 6.26 -2.14  -0.266
C 3.94 5.10 -5.08  -0.156
H -0.10 4.48 -5.32  -0.046
H 3.12 0.37 -3.06  0.083
H 1.47 2.03 2.81  0.092
H 1.16 1.85 -3.28  0.070
H 3.89 0.94 2.01  0.051
C 2.05 4.16 -1.98  -0.521
N -1.27 -2.21 -0.10  0.062
C -4.78 -1.48 1.75  -0.070
H -1.02 -4.35 -1.40  0.111
C 2.90 0.83 -4.01  -0.121
C 1.81 2.64 -5.20  -0.288
H 5.74 2.67 -3.51  0.100
H 2.66 4.55 0.19  0.054
C 4.24 8.97 -2.90  -0.075
C -2.56 -0.79 1.07  -0.259
H 1.99 3.06 -2.16  -0.065
N -1.34 -1.03 0.42  0.086
C 3.11 8.49 -2.25  -0.067
H 4.34 -0.33 -5.12  0.116
H 3.95 5.47 -7.20  0.117
H 6.07 6.11 -2.95  0.108
C 1.68 1.03 2.46  -0.172
H 6.22 8.47 -3.59  0.108
C 0.78 -0.06 2.45  -0.100
C -0.56 -3.54 -1.95  -0.004
C 2.36 2.14 -6.39  -0.083
C 5.36 3.30 -4.32  -0.110
C 3.23 1.06 -6.35  -0.080
C 2.88 0.62 1.74  -0.353
C -0.65 -2.27 -1.35  -0.332
Si 3.92 4.35 -2.15  0.598
C 1.89 1.78 -4.09  -0.161
C 4.39 4.89 -6.39  -0.076
H 3.29 5.96 -4.88  0.093
H 2.27 9.15 -2.05  0.108
Cl 0.97 1.42 -0.56  0.151
H -3.80 1.35 3.41  0.104
C 5.32 8.11 -3.11  -0.071
C 5.83 3.13 -5.62  -0.058
H 0.13 -4.59 -3.70  0.110
C 3.59 0.46 -5.16  -0.073
H 1.16 -2.48 -4.70  0.105
C -3.77 0.53 2.69  -0.076
Bi 3.34 2.22 -0.44  1.448
C -2.67 0.38 1.85  -0.033
C 2.55 -0.66 1.11  -0.192

Results
Net charge: +1
ΔE to the lowest compared entry with this formula, charge and spin in kcal/mol: 202.12
Highest occupied orbital energy (spin up / spin down) in eV: -9.7535 / -9.7475


# 2
ORCA calculation (ωB97M-V/def2-TZVPD) on an isolated ion of composition C19H35N2O and charge +1.

Last column: natural (NBO) charge in e.
Geometry (Å):
C -1.65 1.19 0.46  -0.505
C -3.57 2.20 -2.77  -0.397
C 2.69 -2.14 0.77  -0.219
C 1.85 -0.16 -1.43  -0.418
H 2.93 -2.59 1.73  0.228
H 0.46 -2.37 -1.34  0.227
C -2.61 1.79 -3.89  -0.412
H 3.64 -1.82 0.32  0.221
H -1.08 -1.75 3.65  0.227
C 1.84 -0.54 2.42  -0.017
H 2.25 0.65 -2.03  0.238
H 2.10 -1.45 -3.09  0.234
H 2.89 -0.56 2.72  0.234
H -0.55 2.97 -1.53  0.188
C 1.50 -2.67 -1.45  -0.427
C 1.04 -1.56 3.23  -0.448
H 2.80 -3.96 -0.30  0.237
C -0.25 0.84 3.05  -0.223
H -0.47 0.65 4.10  0.216
H 1.79 1.07 0.29  0.219
H -4.36 1.47 -2.61  0.213
H 1.52 -3.50 -2.17  0.234
H -0.93 3.14 -4.26  0.220
C -1.06 -0.11 0.94  0.723
H 1.22 -3.68 0.43  0.218
C -2.34 1.03 -0.90  -0.383
H 1.43 -2.58 3.12  0.233
C 1.28 0.85 2.80  -0.440
H 1.13 -1.30 4.28  0.238
H -2.54 0.70 -3.95  0.202
H 0.76 -0.11 -1.50  0.225
H -2.36 1.57 1.20  0.237
C -0.44 -1.54 2.79  -0.241
H -1.65 4.12 -2.27  0.217
C -1.25 2.40 -3.53  -0.413
H 3.35 0.25 0.10  0.219
H 0.86 -1.20 0.67  0.525
C -1.44 3.06 -2.15  -0.403
O -0.79 -1.03 0.17  -0.668
C -2.67 2.38 -1.54  -0.220
H -4.04 3.16 -3.01  0.211
H 1.53 1.61 2.06  0.222
H -2.97 2.14 -4.86  0.221
H 3.37 -1.64 -1.91  0.198
H -0.48 1.63 -3.48  0.193
C 2.26 0.13 0.01  -0.217
H -0.65 -2.29 2.03  0.242
N -0.81 -0.23 2.26  -0.442
C 2.29 -1.50 -2.02  -0.402
H -0.69 1.79 2.78  0.236
H -1.69 0.46 -1.57  0.213
H -3.15 3.02 -0.79  0.207
H -3.25 0.46 -0.76  0.216
N 1.84 -0.93 0.96  -0.488
H -0.84 1.93 0.37  0.227
H 1.78 1.16 3.72  0.246
C 2.04 -3.20 -0.11  -0.421

Results
Net charge: +1
Structure (SMILES): O=C(CCC1CCCC1)N1CCC([NH+]2CCCCCC2)CC1
ΔE to the lowest compared entry with this formula, charge and spin in kcal/mol: 0.00
Highest occupied orbital energy in eV: -12.9406


# 3
ORCA calculation (ωB97M-V/def2-TZVPD) on a 2-piece molecular cluster, C3H11N2OS overall.

Last column: natural (NBO) charge in e.
Geometry (Å):
N 1.54 1.36 0.35  -0.879
H -2.58 -0.66 -1.16  0.085
H -1.33 -1.76 -1.82  0.081
H 0.74 1.19 -0.26  0.412
H -1.59 1.02 -2.57  0.333
H -0.79 -1.31 0.92  0.227
H 2.37 1.43 -0.22  0.332
N -1.52 0.03 -2.82  -0.890
H 1.53 -0.74 0.61  0.193
S -0.46 -1.42 2.25  -0.209
C 0.39 0.18 2.15  -0.512
H -0.33 0.91 1.78  0.230
H -0.59 -0.08 -3.20  0.329
O -0.65 -0.26 -0.60  -0.978
H 0.65 0.48 3.16  0.192
C 1.60 0.17 1.20  -0.229
H 2.53 0.17 1.76  0.158
C -1.53 -0.71 -1.53  0.126

Results
Net charge: -1
ΔE to the lowest compared entry with this formula, charge and spin in kcal/mol: 22.72
Highest occupied orbital energy in eV: -3.5723


# 4
ORCA calculation (ωB97M-V/def2-TZVPD) on C2HO2Tl as an isolated structure at a distorted geometry.

Last column: natural (NBO) charge in e.
Geometry (Å):
C 1.13 -0.16 0.12  0.270
O -0.67 0.21 -1.05  -0.424
O 0.65 -0.12 -1.09  -0.059
Tl -1.97 -1.48 -0.18  0.981
C 0.91 0.53 1.13  -0.085
H -0.07 1.31 0.85  0.317

Results
Net charge: +1
2S+1: 2
ΔE to the lowest compared entry with this formula, charge and spin in kcal/mol: 110.10
Highest occupied orbital energy (spin up / spin down) in eV: -15.5726 / -15.5533
⟨S²⟩: 1.06


# 5
ORCA calculation (ωB97M-V/def2-TZVPD) on one molecule with the formula C3H3NS2 at a distorted geometry.

Last column: natural (NBO) charge in e.
Geometry (Å):
S 1.26 -0.50 -0.95  0.454
S -1.48 0.57 -1.27  0.189
C -0.06 -0.16 -1.82  -0.565
H 1.29 -1.29 1.32  0.283
C -0.35 0.07 1.36  0.245
N -1.44 -0.07 1.67  -0.290
H -1.95 0.92 -2.44  0.111
H 1.70 0.68 1.16  0.269
C 1.04 -0.21 0.97  -0.695

Results
Net charge: 0
ΔE to the lowest compared entry with this formula, charge and spin in kcal/mol: 53.34
Highest occupied orbital energy in eV: -8.6620


# 6
ORCA calculation (ωB97M-V/def2-TZVPD) on one molecule with the formula C20H34O4.

Last column: natural (NBO) charge in e.
Geometry (Å):
C -0.06 -3.23 -0.42  -0.222
C -2.47 0.37 -0.19  -0.635
H -1.02 -2.43 1.38  0.220
H -0.15 -3.03 -2.59  0.213
O 3.16 -3.31 -0.93  -0.715
C -1.01 0.42 0.29  0.005
C 1.51 -2.24 1.26  -0.419
H 1.38 -2.53 -1.91  0.238
C -1.46 2.05 2.21  -0.430
H 0.98 -2.26 2.21  0.228
C 0.31 -2.52 -1.74  -0.434
H -0.58 -4.17 -0.61  0.206
C 2.33 -4.18 -0.21  -0.085
H -2.97 -0.49 0.23  0.212
C -0.54 3.09 1.58  0.112
H 2.58 -2.25 1.51  0.199
C -0.24 -1.10 -1.59  -0.224
C 1.13 -3.53 0.51  0.232
H -2.69 3.18 -0.08  0.208
C -0.97 -2.22 0.31  -0.435
C 1.18 -0.97 0.48  -0.445
C -0.27 -0.91 -0.06  0.054
H 0.42 -5.26 1.11  0.465
C -0.51 3.00 0.03  -0.077
H 0.48 4.93 0.02  0.161
H -0.11 0.39 2.28  0.187
H -1.79 -0.07 2.23  0.218
C 0.48 0.03 -2.32  -0.390
H 1.54 0.05 -2.08  0.197
H 1.88 -0.89 -0.35  0.212
H -2.49 2.26 1.93  0.207
H -1.40 2.15 3.30  0.220
H -1.16 1.43 -2.35  0.192
O 0.71 -4.44 1.52  -0.725
H 0.86 1.42 -0.09  0.226
O 1.93 3.49 -0.24  -0.735
C 0.62 3.95 -0.46  -0.055
C -1.80 3.60 -0.54  -0.619
H -1.86 3.43 -1.61  0.217
H 2.04 3.46 0.73  0.486
O 0.75 3.01 2.16  -0.733
H 1.96 -4.91 -0.94  0.178
H 3.55 -2.67 -0.32  0.467
H -1.97 -2.27 -0.10  0.210
H 0.44 2.17 -2.37  0.215
H 1.40 -0.13 1.14  0.206
H 2.91 -4.72 0.55  0.174
C -0.16 1.37 -1.93  -0.398
H -1.27 -1.10 -1.96  0.197
C -1.07 0.63 1.81  -0.415
H 1.01 2.08 2.16  0.467
H 0.40 -0.11 -3.40  0.210
H 0.54 4.10 -1.54  0.178
H -3.01 1.25 0.14  0.208
H -1.81 4.67 -0.36  0.212
H -2.56 0.33 -1.27  0.211
C -0.18 1.55 -0.40  -0.238
H -0.89 4.10 1.86  0.183

Results
Net charge: 0
Structure (SMILES): C[C@@]1(CO)[C@H](O)CC[C@@]2(C)[C@H]1CC[C@H]1C[C@@H]3C[C@@]12CC[C@]3(O)CO
Highest occupied orbital energy in eV: -9.5060


# 7
ORCA calculation (ωB97M-V/def2-TZVPD) on C11H13BClNV as an isolated structure at a distorted geometry.

Last column: natural (NBO) charge in e.
Geometry (Å):
H -1.66 2.24 4.00  -0.029
C 2.04 0.13 -1.79  -0.316
H 2.86 -0.59 1.37  0.220
C -0.55 1.11 2.39  0.372
C -0.98 1.23 -1.29  -0.397
V 0.46 -0.29 -0.10  0.692
H 2.12 0.72 -2.70  0.201
C -1.88 -0.72 -0.36  -0.323
C 2.47 -0.56 0.38  -0.360
C -1.78 0.69 -0.21  -0.318
H -1.04 -2.09 -1.92  0.204
Cl -0.04 -1.90 1.61  -0.616
H -2.43 -1.39 0.31  0.234
C 1.96 -1.69 -0.38  -0.349
C -1.20 -1.07 -1.58  -0.380
H -1.92 0.29 4.08  -0.006
H 1.77 -2.71 -0.03  0.242
H -0.51 0.22 -3.27  0.189
H -0.61 2.25 -1.40  0.207
C 2.43 0.59 -0.50  -0.339
H -2.39 1.30 0.48  0.233
B -1.74 1.24 3.34  -0.575
C 1.69 -1.25 -1.71  -0.334
C -0.83 0.15 -2.23  -0.301
N 0.34 0.99 1.63  -0.558
H -2.74 1.39 2.62  -0.017
H 1.40 -1.90 -2.52  0.207
H 2.75 1.60 -0.22  0.215

Results
Net charge: -2
2S+1: 4
Highest occupied orbital energy (spin up / spin down) in eV: 2.0898 / -0.2803
⟨S²⟩: 3.77